No. 1
# C14H18ClCrTi

A structure of composition C14H18ClCrTi in a non-equilibrium geometry (ωB97M-V/def2-TZVPD, the OMol25 dataset).

ORCA input file:
```
! wB97M-V def2-TZVPD RIJCOSX def2/J DEFGRID3
* xyz 0 4
Cr -0.655 0.797 0.354
Ti 0.688 -0.146 -3.075
Cl -0.313 1.823 -1.897
C 0.952 1.525 4.304
C 0.908 -1.946 -2.353
C -2.314 -0.403 0.655
C 2.571 0.679 -3.451
C 0.446 2.837 4.551
C 0.140 1.727 1.997
C 2.015 -0.562 5.034
C -0.321 3.007 2.256
C 0.797 0.948 2.982
C 1.842 -1.137 3.736
C 1.247 -0.378 2.711
C 1.590 0.743 5.318
C -0.193 3.574 3.558
C -0.778 -0.070 -4.571
H -0.589 4.577 3.783
H -2.579 -1.101 -0.165
H -3.207 0.267 0.824
H -1.555 0.680 -4.278
H 2.679 1.630 -2.872
H -1.164 -1.115 -4.483
H -0.088 -2.276 -1.916
H 3.212 -0.137 -3.032
H 2.502 -1.171 5.821
H 2.185 -2.165 3.543
H 0.584 3.243 5.551
H 1.661 -2.011 -1.499
H -0.793 3.545 1.425
H -0.313 0.134 -5.562
H 2.719 0.812 -4.547
H -2.221 -1.034 1.565
H 1.740 1.192 6.318
H 1.122 -0.791 1.692
*
```

Output
⟨S²⟩: 4.026
ΔE to the lowest compared entry with this formula, charge and spin in kcal per mole: 49.01
Maximum force in Eh/bohr: 0.0598
E_HOMO (alpha / beta) in eV: -7.13 / -7.16
E in a.u.: -2898.16467
LUMO (alpha / beta) in eV: -2.3 / -0.7

***

No. 2
# C14H18CuF14INO4PS

A structure of composition C14H18CuF14INO4PS in a non-equilibrium geometry (ωB97M-V/def2-TZVPD, the OMol25 dataset).

ORCA input file:
```
! wB97M-V def2-TZVPD RIJCOSX def2/J DEFGRID3
* xyz 0 1
I -1.534 -4.823 1.808
Cu 4.065 -0.663 3.356
S -5.108 2.437 1.333
P 0.452 -4.124 0.501
F -0.213 -1.985 2.043
F -5.140 2.172 -1.258
F -3.963 -2.224 -1.802
F -6.088 3.423 0.532
F -4.146 3.696 1.526
F -2.154 0.769 -2.205
F -4.226 -0.382 0.272
F -4.140 1.542 2.196
F -3.316 2.878 -0.517
F -6.186 1.291 1.147
F -2.363 0.779 0.249
F -4.168 0.196 -2.676
F -5.853 2.857 2.669
F -2.293 -1.680 -3.025
O 1.609 -0.648 -0.448
O 1.662 -5.016 1.203
O 3.099 -2.601 1.030
O 2.199 -1.686 2.778
N 0.466 -1.318 -0.038
C -0.364 -1.705 -1.165
C -3.552 0.588 -0.342
C -1.841 -1.978 -0.766
C -3.193 0.038 -1.764
C 2.121 -2.183 1.616
C 2.581 1.573 -0.546
C 3.944 0.888 1.530
C 0.682 -2.297 0.999
C 2.583 1.436 -2.109
C 3.925 1.026 -0.007
C -4.261 1.971 -0.301
C -2.849 -1.492 -1.789
C 1.438 0.706 -0.013
C 5.042 2.024 -0.484
H 1.341 -5.294 2.078
H -0.398 -0.828 -1.829
H 2.433 2.611 -0.226
H -1.942 -3.072 -0.724
H 1.634 1.028 -2.466
H 5.897 1.948 0.195
H 2.828 2.408 -2.549
H 5.330 1.722 -1.496
H 3.373 0.728 -2.383
H 4.757 1.509 1.933
H 0.050 -2.500 -1.799
H 3.022 1.209 2.029
H -2.008 -1.635 0.258
H 4.138 0.063 -0.483
H 1.354 0.714 1.085
H 4.163 -0.205 1.740
H 4.654 3.049 -0.520
H 0.456 1.057 -0.374
*
```

Output
Maximum force in Eh/bohr: 0.0442
E_HOMO in eV: -8.54
E in a.u.: -4975.65968
LUMO in eV: -1.6

***

No. 3
# C14H18F3N3O3

An isolated molecule of C14H18F3N3O3 (ωB97M-V/def2-TZVPD, the OMol25 dataset).

ORCA input file:
```
! wB97M-V def2-TZVPD RIJCOSX def2/J DEFGRID3
* xyz 0 1
F 4.806 -1.981 0.529
F 5.093 -1.114 -1.413
F 6.336 -0.498 0.231
O 1.906 2.433 -0.827
O -1.952 -1.935 -0.865
O 1.844 0.487 1.819
N 0.162 3.290 0.280
N -1.511 1.434 -0.773
N 2.763 -0.108 -0.157
C -3.307 -1.046 0.655
C -2.599 -0.807 -0.485
C 4.093 0.277 0.233
C -1.889 2.006 0.500
C 0.742 2.347 -0.475
C -1.243 3.385 0.597
C -2.415 0.430 -1.310
C -0.103 1.127 -0.847
C 5.082 -0.831 -0.099
C 0.357 -0.089 0.024
C -3.075 -2.403 0.993
C -1.639 -4.246 -0.148
C 1.708 0.143 0.666
C -2.243 -2.900 0.037
H -2.075 -4.943 0.561
H -2.974 2.111 0.531
H 2.591 -0.179 -1.148
H -1.354 3.787 1.607
H -3.385 0.919 -1.445
H -2.035 0.137 -2.292
H -0.358 -0.235 0.835
H -3.923 -0.350 1.188
H 4.084 0.440 1.316
H -1.577 1.394 1.360
H 0.383 -0.990 -0.587
H -1.817 -4.605 -1.161
H -0.562 -4.208 0.012
H 0.131 0.908 -1.895
H -3.476 -2.932 1.833
H -1.732 4.067 -0.110
H 4.414 1.194 -0.275
H 0.746 4.084 0.506
*
```

Output
ΔE to the lowest compared entry with this formula, charge and spin in kcal per mole: 3.83
Maximum force in Eh/bohr: 0.0172
E_HOMO in eV: -8.52
E in a.u.: -1233.91242
LUMO in eV: 0.6

***

No. 4
# C14H18IrN4S2

A structure of composition C14H18IrN4S2 in a non-equilibrium geometry (ωB97M-V/def2-TZVPD, the OMol25 dataset).

ORCA input file:
```
! wB97M-V def2-TZVPD RIJCOSX def2/J DEFGRID3
* xyz 2 2
Ir -0.070 -0.033 0.486
S -0.184 -2.444 0.184
S -2.478 -0.193 0.181
N -0.938 -3.742 6.113
N 2.107 0.081 -0.008
N -3.742 -0.941 6.116
N 0.088 2.112 -0.099
C -2.195 -1.163 1.567
C -2.947 -0.937 2.741
C 2.385 -0.375 -1.382
C -1.620 -2.636 3.891
C -1.155 -2.185 1.572
C 1.477 2.407 -0.509
C -2.638 -1.618 3.892
C 2.845 -0.762 0.964
C -1.274 -3.285 5.113
C -0.860 2.601 -1.116
C -0.227 2.693 1.231
C 2.456 1.500 0.201
C -3.287 -1.272 5.114
C -0.931 -2.940 2.743
H -3.749 -0.211 2.736
H 0.042 3.755 1.261
H 3.461 -0.332 -1.575
H 3.911 -0.513 0.943
H 1.871 0.241 -2.115
H 1.727 3.447 -0.283
H -0.707 3.671 -1.282
H 2.452 1.695 1.275
H 1.550 2.277 -1.587
H -0.204 -3.740 2.748
H 0.321 2.190 2.034
H 3.468 1.699 -0.163
H 2.481 -0.605 1.978
H -0.712 2.077 -2.059
H 2.058 -1.404 -1.503
H -1.884 2.450 -0.784
H 2.740 -1.812 0.702
H -1.294 2.617 1.423
*
```

Output
⟨S²⟩: 0.813
ΔE to the lowest compared entry with this formula, charge and spin in kcal per mole: 20.20
Maximum force in Eh/bohr: 0.0473
E_HOMO (alpha / beta) in eV: -16.33 / -16.21
E in a.u.: -1663.29656
LUMO (alpha / beta) in eV: -10.4 / -10.3

***

No. 5
# C14H18N2O

An isolated molecule of C14H18N2O (ωB97M-V/def2-TZVPD, the OMol25 dataset).

ORCA input file:
```
! wB97M-V def2-TZVPD RIJCOSX def2/J DEFGRID3
* xyz 0 1
O 0.454 0.054 -0.692
N -3.386 -2.195 -4.329
N -2.982 -2.091 -2.161
C 3.070 3.226 1.840
C 1.661 1.560 0.611
C -2.329 -3.194 -2.639
C 0.366 -0.107 1.755
C -3.597 -1.528 -3.230
C 4.509 2.708 1.862
C -0.498 -0.970 -0.858
C -1.930 -0.473 -0.631
C 2.101 2.079 1.815
C 1.667 1.492 2.999
C -2.962 -1.590 -0.814
C 0.810 0.410 2.961
C 0.793 0.470 0.565
C -2.595 -3.241 -3.977
H 0.475 -0.044 3.882
H -0.377 -1.293 -1.896
H 1.981 1.991 -0.326
H -3.957 -1.205 -0.571
H -2.270 -3.957 -4.705
H 2.895 3.838 2.727
H -2.132 0.334 -1.337
H -1.757 -3.836 -2.002
H -0.301 -0.955 1.766
H -4.193 -0.640 -3.156
H 4.675 2.089 2.741
H -2.021 -0.067 0.378
H 2.000 1.886 3.947
H -2.737 -2.421 -0.140
H 4.706 2.105 0.978
H -0.276 -1.823 -0.203
H 5.213 3.537 1.882
H 2.926 3.852 0.957
*
```

Output
ΔE to the lowest compared entry with this formula, charge and spin in kcal per mole: 27.11
Maximum force in Eh/bohr: 0.0136
E_HOMO in eV: -8.58
E in a.u.: -729.01964
LUMO in eV: 0.7

***

No. 6
# C14H18N2O4S

An isolated molecule of C14H18N2O4S (ωB97M-V/def2-TZVPD, the OMol25 dataset).

ORCA input file:
```
! wB97M-V def2-TZVPD RIJCOSX def2/J DEFGRID3
* xyz 0 1
S 1.739 -1.918 -1.653
O 2.980 0.887 -1.629
O 0.283 -0.220 1.808
O 3.714 1.474 0.991
O 2.413 -0.413 1.134
N -0.715 -1.295 -1.201
N 0.742 0.482 -0.966
C -2.213 0.639 -1.287
C -1.890 -0.632 -0.820
C -2.787 -1.293 0.017
C -3.958 -0.678 0.407
C -5.532 1.275 0.432
C 1.271 -0.891 1.648
C 2.457 0.968 0.772
C 0.562 -0.832 -1.248
C -3.389 1.246 -0.883
C 1.988 1.176 -0.700
C 4.710 1.089 0.033
C 1.401 -2.351 1.958
C -4.273 0.606 -0.025
C 4.120 0.242 -1.087
H -3.624 2.233 -1.253
H -5.790 2.107 -0.218
H -2.553 -2.289 0.363
H 1.772 1.510 1.440
H -5.401 1.661 1.444
H -1.570 1.137 -1.997
H 1.597 -2.886 1.030
H -0.060 0.925 -0.530
H 1.746 2.249 -0.801
H 4.820 0.155 -1.917
H 3.859 -0.759 -0.725
H 0.486 -2.713 2.417
H -6.360 0.570 0.450
H 2.247 -2.510 2.622
H -4.640 -1.200 1.062
H 5.492 0.536 0.563
H -0.775 -2.302 -1.282
H 5.127 2.018 -0.369
*
```

Output
ΔE to the lowest compared entry with this formula, charge and spin in kcal per mole: 31.67
Maximum force in Eh/bohr: 0.0170
E_HOMO in eV: -8.09
E in a.u.: -1352.95201
LUMO in eV: 0.7